one | C7H12 in the gas phase. Source: the OMol25 dataset; level of theory: ωB97M-V/def2-TZVPD.

Each line ends with the natural charge from an NBO analysis.
Element x y z (Å)
C -1.290 1.809 0.464  -0.63
C -1.196 0.520 1.322  -0.40
C -0.917 -0.785 0.522  -0.43
C 0.285 -0.605 -0.453  -0.02
C -0.049 -0.582 -1.753  -0.41
C 2.728 -0.999 -0.719  -0.35
C 1.714 -0.652 0.112  -0.23
H -0.396 2.047 -0.211  0.22
H -2.149 2.045 -0.117  0.21
H -1.317 2.663 1.190  0.20
H -2.207 0.322 1.930  0.21
H -0.442 0.859 2.086  0.21
H -0.805 -1.602 1.196  0.20
H -1.738 -1.073 -0.097  0.21
H -0.938 -1.107 -2.106  0.20
H 0.513 -0.013 -2.611  0.20
H 2.709 -1.026 -1.780  0.20
H 3.604 -1.201 -0.191  0.19
H 1.892 -0.621 1.215  0.21

Properties
Lowest unoccupied orbital energy: 0.82 eV
Structure (SMILES): C=CC(=C)CCC
HOMO: -0.3120 Ha

---

two | C7H12 in the gas phase. Source: the OMol25 dataset; level of theory: ωB97M-V/def2-TZVPD.

Each line ends with the natural charge from an NBO analysis.
Element x y z (Å)
C 1.493 -1.461 0.353  -0.61
C 0.759 -0.562 -0.632  -0.43
C -0.536 0.096 -0.088  -0.05
C -0.804 1.332 -0.538  -0.14
C -0.077 2.144 -1.541  -0.68
C -1.379 -1.419 1.688  -0.39
C -1.061 -0.193 1.266  -0.21
H 2.110 -0.844 1.014  0.20
H 2.196 -2.180 -0.071  0.21
H 0.764 -1.998 0.951  0.22
H 0.539 -1.120 -1.545  0.21
H 1.322 0.284 -1.006  0.21
H -1.515 1.896 0.038  0.19
H -0.703 2.935 -1.974  0.22
H 0.302 1.631 -2.422  0.22
H 0.739 2.775 -1.168  0.23
H -1.503 -2.243 0.991  0.19
H -1.366 -1.692 2.731  0.20
H -1.280 0.621 1.953  0.20

Properties
Lowest unoccupied orbital energy: 1.07 eV
Structure (SMILES): C=C/C(=C/C)CC
HOMO: -0.3104 Ha

---

Computed stability ranking, most favorable first: two, one